This record from the Open Molecules 2025 dataset describes a 11-piece molecular cluster, C29H68F10N9O19S4 overall in a non-equilibrium geometry. The level of theory is ωB97M-V/def2-TZVPD.

Each line ends with the Löwdin charge.
Cartesian coordinates (Å):
C1 12.14202 10.55204 18.34249  0.0352
C2 11.14491 9.48357 18.03574  -0.3699
O1 10.91233 9.11886 16.90936  0.1492
N1 10.25838 8.87998 19.13149  0.1263
H1 10.28853 7.90011 18.88853  0.1819
H2 10.73718 9.00093 20.01253  0.1714
C3 8.89452 9.60374 19.26494  0.0638
H3 12.58257 11.08103 17.49739  0.0894
H4 12.92724 10.11525 18.95954  0.1202
H5 11.58470 11.18689 19.03129  0.0783
H6 9.00452 10.38769 20.01423  0.0991
H7 8.13308 8.87626 19.54615  0.1124
H8 8.58073 9.96546 18.28576  0.1012
C4 6.29312 16.24733 18.04580  0.0326
C5 6.56439 15.16821 17.04313  -0.3397
O2 6.00828 14.07244 17.11186  0.1171
N2 7.58346 15.55587 15.96412  0.0890
H9 7.43215 16.50298 15.64759  0.0352
H10 8.50399 15.67427 16.36251  0.0922
C6 7.69518 14.45103 14.89440  0.0205
H11 7.00620 17.03504 17.80264  0.0824
H12 6.42798 15.96569 19.09011  0.1025
H13 5.29821 16.69014 18.09249  0.1137
H14 8.14680 13.58824 15.38402  0.0838
H15 8.18783 14.77731 13.97846  0.0612
H16 6.68939 14.12545 14.62891  0.0945
C7 12.64042 20.16958 17.25345  0.0329
C8 11.52365 19.15993 17.35453  -0.3498
O3 10.35895 19.52131 17.44378  0.1653
N3 11.96712 17.72807 17.19192  0.1018
H17 11.13806 17.16152 17.08343  0.1109
H18 12.56598 17.61085 16.38710  0.0662
C9 12.76029 17.21732 18.40249  0.0355
H19 13.50766 19.86967 16.66519  0.0710
H20 12.97150 20.54736 18.22081  0.1098
H21 12.27030 20.99673 16.64771  0.1120
H22 13.66628 17.81748 18.48668  0.1083
H23 13.08568 16.19752 18.19696  0.0592
H24 12.10371 17.25511 19.27173  0.1159
C10 13.69119 15.07251 8.55819  0.0445
C11 12.23453 15.52279 8.66263  -0.3183
O4 11.69717 15.76013 9.72950  0.1527
N4 11.67331 16.09771 7.35353  0.1053
H25 12.35558 16.43579 6.68998  0.1678
H26 11.26606 15.40648 6.73998  0.1607
C12 10.75014 17.35006 7.53062  0.0709
H27 14.16469 15.05154 9.53974  0.1041
H28 14.14834 15.87586 7.98048  0.1048
H29 13.86101 14.14285 8.01506  0.0965
H30 10.06590 17.24960 6.68812  0.1018
H31 11.28600 18.29559 7.44736  0.1247
H32 10.12352 17.14282 8.39808  0.0778
C13 11.63445 8.02300 11.37063  0.0486
C14 10.42190 8.25666 12.25463  -0.3573
O5 9.81507 7.51430 12.97076  0.1740
N5 9.76479 9.63043 12.10519  0.0926
H33 9.83339 10.13270 11.23163  0.1078
H34 8.76059 9.58641 12.20389  0.1705
C15 10.41813 10.73988 12.99881  0.0614
H35 12.42291 8.73762 11.60673  0.0843
H36 11.31166 8.26190 10.35731  0.0664
H37 12.00440 6.99891 11.32074  0.1153
H38 10.60216 10.30883 13.98290  0.0956
H39 9.56339 11.41477 13.04394  0.1006
H40 11.29205 10.92224 12.37343  0.0876
C16 12.59584 13.81802 12.26662  0.0199
C17 11.63987 14.15184 13.37378  -0.3336
O6 10.45165 13.97809 13.36952  0.1304
N6 12.21535 14.77425 14.66628  0.1224
H41 12.71100 15.65415 14.68027  0.0551
H42 11.45854 15.01243 15.29126  0.1040
C18 13.00508 13.68515 15.38900  0.0195
H43 13.24339 12.95153 12.40064  0.0986
H44 13.16420 14.73244 12.09660  0.0931
H45 12.04346 13.66970 11.33873  0.0573
H46 13.49203 14.25226 16.18232  0.0729
H47 13.82156 13.26902 14.79882  0.1070
H48 12.43046 12.89445 15.87140  0.0878
C19 8.45017 15.12703 10.19797  0.0308
C20 8.32195 15.05288 8.65065  -0.3346
O7 7.88351 15.99000 7.99109  0.1400
N7 8.71076 13.72847 7.97788  0.1233
H49 9.26765 14.00664 7.18252  0.1551
H50 9.26402 13.24299 8.66949  0.0983
C21 7.43186 12.98313 7.48373  0.0621
H51 7.49394 14.78401 10.59302  0.1061
H52 8.67144 16.09927 10.63830  0.0790
H53 9.12829 14.49786 10.77450  0.0704
H54 6.92386 13.51394 6.67857  0.1092
H55 6.64877 12.78722 8.21618  0.1149
H56 7.81661 12.07580 7.01808  0.0899
C22 10.48711 14.41897 18.20304  -0.3602
O8 11.82169 13.88596 18.05472  -0.1424
O9 10.27472 15.12485 16.98636  -0.2346
C23 9.48049 13.29859 18.64226  -0.5502
F1 9.87026 12.65946 19.82060  0.0806
F2 8.23335 13.63449 18.85695  0.1896
F3 9.49734 12.38240 17.69246  0.1390
C24 12.67136 13.83804 19.22632  -0.2652
C25 14.00822 13.32054 18.75674  -0.0495
H57 13.79550 12.65573 17.91955  0.0492
H58 14.69429 14.13970 18.54136  0.0855
H59 14.34812 12.74779 19.61959  0.0927
H60 12.27128 13.22737 20.03571  0.1066
H61 12.81810 14.79057 19.73548  0.1089
H62 10.39690 15.11435 19.03756  0.1459
C26 11.51049 11.33416 9.06171  -0.3615
O10 10.99484 9.98217 8.71784  -0.1830
O11 10.49816 11.91430 9.86507  -0.2604
C27 13.01801 11.28567 9.39488  -0.5181
F4 13.76102 11.11963 8.24991  0.1132
F5 13.57371 12.44576 9.82858  0.1080
F6 13.37225 10.26742 10.15955  0.1658
C28 9.75740 9.74674 8.03808  -0.2317
C29 9.55561 8.15143 7.99407  -0.0277
H63 10.42788 7.67202 7.54977  0.0838
H64 9.57192 7.73811 9.00254  0.0478
H65 8.58369 7.91722 7.55977  0.0794
H66 9.74380 10.16782 7.03279  0.1074
H67 8.99949 10.21325 8.66739  0.0853
H68 11.36958 11.71959 8.05192  0.1216
N8 13.55684 17.04677 15.02921  -0.3205
S1 15.08374 17.09066 15.30197  0.5097
O12 15.76299 18.33089 15.69878  -0.2306
O13 15.89463 16.07081 14.59926  -0.2680
F7 14.82690 16.40407 16.75312  -0.2284
S2 13.72660 18.07173 13.66369  0.6085
O14 14.31495 17.43250 12.46420  -0.2754
O15 13.86426 19.51502 13.88694  -0.2311
F8 12.18242 18.05386 13.31776  -0.1886
N9 7.45054 18.02833 15.11571  -0.3007
S3 8.67334 18.17788 13.96504  0.6338
O16 9.27400 19.46074 13.71964  -0.2242
O17 8.70079 17.18070 12.85756  -0.3207
F9 9.80393 17.47800 14.90386  -0.2308
S4 6.77461 19.34732 14.89769  0.4517
O18 6.04410 19.69190 13.69825  -0.2512
O19 7.44855 20.45001 15.55252  -0.2604
F10 5.51805 19.08397 15.89811  -0.2011

Computed properties:
E_LUMO: -7.59 eV
E_HOMO: -14.594 eV
Total charge: +3

=====

This record from the Open Molecules 2025 dataset describes a 2-piece molecular cluster, Cl2HNS overall in a non-equilibrium geometry. The level of theory is ωB97M-V/def2-TZVPD.

Each line ends with the Löwdin charge.
Cartesian coordinates (Å):
S1 0.00244 1.14265 1.39212  0.5672
N1 -1.25633 0.23053 1.51502  -1.0413
Cl1 -1.16626 -1.32339 2.19599  0.4616
Cl2 0.74700 -0.32662 -2.15083  0.1836
H1 1.67315 0.27683 -2.95230  -0.1710

Computed properties:
E_LUMO: -1.68 eV
E_HOMO: -9.211 eV
SMILES: S=NCl.Cl

=====

This record from the Open Molecules 2025 dataset describes an isolated ion of composition C33H33N2O and charge +1 in a non-equilibrium geometry. The level of theory is ωB97M-V/def2-TZVPD.

Each line ends with the Löwdin charge.
Cartesian coordinates (Å):
C1 -1.96810 -2.55793 -5.15279  -0.0107
N1 -1.14210 -1.80232 -4.23151  -0.0961
C2 -1.07034 -1.98457 -2.86607  0.0283
C3 -0.24188 -0.99242 -2.32881  -0.1845
C4 0.11511 -0.72085 -0.90002  -0.1765
C5 1.66771 -0.76119 -0.85509  -0.1544
C6 2.40465 -1.42718 -1.84460  -0.0299
C7 3.71647 -1.03378 -2.09855  -0.0484
C8 4.35447 -0.15880 -1.20882  -0.0654
C9 3.70111 0.26716 -0.05034  -0.0496
C10 2.36190 -0.08099 0.14386  -0.0595
N2 -0.41001 0.53895 -0.42190  0.0499
C11 -1.56897 1.13032 -1.25349  -0.0647
C12 -2.85771 0.80721 -0.51400  -0.1289
C13 -2.45575 0.16624 0.80641  -0.1202
C14 -1.03858 0.64806 1.05580  -0.1033
C15 -0.38993 0.00883 2.33331  -0.3515
O1 0.16168 -1.26293 2.01001  -0.0057
C16 -1.49555 -0.30893 3.35335  -0.2125
C17 -1.72079 -1.60931 3.79919  -0.0146
C18 -2.65536 -1.82069 4.82246  -0.0554
C19 -3.36341 -0.74419 5.36109  -0.0715
C20 -3.15510 0.55748 4.88660  -0.0583
C21 -2.19783 0.77627 3.89957  -0.0510
C22 0.66611 0.88128 3.04249  -0.1620
C23 1.30330 1.91964 2.35950  -0.0641
C24 2.41320 2.55721 2.92961  -0.0655
C25 2.76936 2.27811 4.24661  -0.0664
C26 2.00142 1.37999 4.99831  -0.0459
C27 1.00101 0.62381 4.37747  0.0024
C28 0.28965 -0.21903 -3.43842  -0.1592
C29 1.17529 0.85016 -3.53973  -0.0281
C30 1.58583 1.25883 -4.81359  -0.0696
C31 1.02005 0.69481 -5.96902  -0.0670
C32 0.01820 -0.28591 -5.88214  0.0010
C33 -0.30648 -0.75358 -4.61428  -0.1608
H1 -2.06563 -1.99942 -6.08865  0.0861
H2 -1.53664 -3.54150 -5.37844  0.1005
H3 -2.96261 -2.71080 -4.72027  0.0966
H4 -1.60845 -2.79310 -2.36713  0.1440
H5 -0.29553 -1.52515 -0.27708  0.1620
H6 1.95192 -2.22392 -2.43811  0.1340
H7 4.22312 -1.38427 -3.00078  0.1198
H8 5.37395 0.16390 -1.41427  0.1106
H9 4.20398 0.89344 0.69037  0.1120
H10 1.87591 0.17506 1.08621  0.0715
H11 0.35480 1.22634 -0.43530  0.1562
H12 -1.62098 0.69632 -2.24878  0.1134
H13 -1.36458 2.19793 -1.38279  0.1437
H14 -3.48951 0.13596 -1.10791  0.1222
H15 -3.45422 1.71521 -0.35567  0.1266
H16 -2.43714 -0.93202 0.74175  0.1409
H17 -3.11627 0.44662 1.63722  0.1275
H18 -1.08725 1.74220 1.20796  0.1593
H19 1.07762 -1.16970 1.69797  0.0899
H20 -1.15937 -2.44636 3.37610  0.1227
H21 -2.80050 -2.83346 5.20266  0.1112
H22 -4.07741 -0.90324 6.16920  0.1085
H23 -3.70688 1.41235 5.28765  0.1128
H24 -1.97987 1.78515 3.53517  0.1323
H25 0.94553 2.21147 1.36747  0.1046
H26 2.97171 3.26963 2.32373  0.1121
H27 3.64156 2.76028 4.68616  0.1120
H28 2.19367 1.25072 6.06541  0.1148
H29 0.45320 -0.12941 4.95133  0.1318
H30 1.57130 1.32908 -2.64166  0.1153
H31 2.36107 2.02299 -4.91058  0.1092
H32 1.35623 1.03815 -6.94447  0.1076
H33 -0.48133 -0.70023 -6.75691  0.1078

Computed properties:
E_LUMO: -2.15 eV
E_HOMO: -10.731 eV
SMILES: Cn1cc([C@@H](c2ccccc2)[N@H+]2CCC[C@H]2C(O)(c2ccccc2)c2ccccc2)c2ccccc21
Total charge: +1

=====

This record from the Open Molecules 2025 dataset describes one molecule with the formula C6H4ClF3IN in a non-equilibrium geometry. The level of theory is ωB97M-V/def2-TZVPD.

Each line ends with the Löwdin charge.
Cartesian coordinates (Å):
C1 -1.49876 1.05975 0.26647  -0.0456
C2 -0.75808 1.61337 -0.68749  -0.7440
I1 -1.31350 3.56126 -1.36351  0.8252
C3 0.39357 1.08479 -1.38478  -0.1936
C4 0.76967 -0.20044 -1.42504  -0.1404
N1 0.08516 -1.24934 -0.87556  0.1022
C5 0.00193 -1.62174 0.31078  -0.6650
Cl1 -1.04793 -2.89564 0.76542  0.7878
C6 0.89502 -1.17279 1.48528  -0.6515
F1 0.19381 -0.73550 2.53360  0.1441
F2 1.64827 -2.19367 1.90891  0.1438
F3 1.73214 -0.19513 1.13037  0.1620
H1 -1.29957 0.10186 0.70049  0.0254
H2 -2.35764 1.57027 0.66550  0.0492
H3 0.95956 1.78408 -1.98017  0.0731
H4 1.59635 -0.51111 -2.05027  0.1273

Computed properties:
E_LUMO: -0.19 eV
E_HOMO: -8.901 eV
SMILES: C=C(I)/C=C\N=C(\Cl)C(F)(F)F

=====

This record from the Open Molecules 2025 dataset describes one molecule with the formula Br2H2N2 in a non-equilibrium geometry. The level of theory is ωB97M-V/def2-TZVPD.

Each line ends with the Löwdin charge.
Cartesian coordinates (Å):
Br1 1.74436 1.06258 -0.03539  0.4903
N1 0.66474 -0.52719 -0.33096  -0.4612
N2 -0.66618 -0.45120 0.33340  -0.5596
Br2 -1.72551 1.07243 0.05645  0.5631
H1 0.67723 -0.50969 -1.30297  -0.0242
H2 -0.69464 -0.64694 1.27947  -0.0083

Computed properties:
E_LUMO: -0.14 eV
E_HOMO: -9.642 eV
SMILES: BrNNBr

=====

This record from the Open Molecules 2025 dataset describes one molecule with the formula C6H11N in a non-equilibrium geometry. The level of theory is ωB97M-V/def2-TZVPD.

Each line ends with the Löwdin charge.
Cartesian coordinates (Å):
C1 -2.31026 -0.03548 -0.52482  -0.0991
C2 -1.11975 -0.00481 0.44135  -0.3215
C3 -0.19876 1.29398 0.14810  -0.1042
C4 1.11672 0.63791 0.30187  -0.3024
C5 2.21035 -0.02215 -0.43315  -0.0639
N1 0.91183 -0.63628 -0.37754  -0.0707
C6 -0.13741 -1.22036 0.40628  -0.1670
H1 -1.94098 -0.02366 -1.57266  0.0778
H2 -2.98303 0.88537 -0.35841  0.1006
H3 -2.86332 -1.00675 -0.38795  0.0801
H4 -1.56133 0.06836 1.42932  0.1150
H5 -0.39655 2.13750 0.80954  0.1050
H6 -0.41278 1.62934 -0.84599  0.0957
H7 1.36956 0.55291 1.41200  0.1483
H8 3.03981 -0.34995 0.18808  0.1036
H9 2.45577 0.29510 -1.40208  0.0870
H10 -0.59169 -2.07404 -0.08285  0.1051
H11 0.13645 -1.55474 1.41602  0.1106

Computed properties:
E_LUMO: 1.19 eV
E_HOMO: -8.489 eV
SMILES: C[C@@H]1C[C@@H]2CN2C1